1.
ORCA calculation (the ωB97M-V functional and the def2-TZVPD basis) on a structure of composition C9H8F2N4.

Properties
HOMO energy: -9.362 eV
lowest unoccupied orbital energy: -0.02 eV
ΔE to the lowest compared entry with this formula, charge and spin: 69.9 kcal per mole
orbital gap: 9.3441 eV

Structure (XYZ):
```
23
Properties=species:S:1:pos:R:3:mulliken_charge:R:1
C -0.3215 -0.1928 0.1469 0.41
C -2.0804 1.6007 -0.8692 -0.62
F 1.7168 -3.0258 -2.2438 -0.23
C -0.6083 -0.1118 -1.2016 -0.05
C 1.9333 -2.1805 -1.3424 0.39
H -3.0414 2.3342 2.1156 0.24
H -2.8379 2.0475 -1.3570 0.49
N -0.8170 0.6963 0.9955 -0.52
H -2.6821 3.3676 0.7856 0.32
N 0.6000 -2.4551 0.0788 -0.36
N 2.8149 -0.4343 -0.1668 -0.52
C 2.6932 -1.1116 -1.3316 -0.30
N -1.5622 0.6915 -1.6218 -0.62
C -1.7142 1.5215 0.5176 0.80
H 3.3519 -0.8831 -2.1200 0.40
H -1.3963 2.9046 2.1401 0.33
C 1.9733 -0.5517 0.7802 -0.29
H -0.1892 -0.8691 -1.9446 0.31
C 0.5890 -1.2196 0.7655 0.31
H 2.1976 -0.0599 1.7168 0.43
F 1.3868 -3.3607 0.9564 -0.26
C -2.1528 2.5826 1.3805 -1.14
H 0.1466 -1.2906 1.8193 0.48
```


2.
ORCA calculation (the ωB97M-V functional and the def2-TZVPD basis) on a structure of composition C60H56NOP3PtSi.

Properties
HOMO energy: -6.311 eV
lowest unoccupied orbital energy: 0.27 eV
orbital gap: 6.5780 eV

Structure (XYZ):
```
123
Properties=species:S:1:pos:R:3:mulliken_charge:R:1
C 2.0334 2.1932 2.4066 0.25
C 4.1546 0.5023 -0.3428 -0.79
H -0.9775 -2.8586 -6.1399 0.41
C 2.1047 0.5128 -3.2706 0.48
H 6.1023 2.8187 -2.3526 0.39
C 2.6604 -2.8401 3.6241 -0.89
C 3.2885 0.4954 -2.5358 -1.10
H 0.8444 -4.7026 -2.7414 0.41
C 0.4289 -5.1347 0.8690 -0.22
C 6.1120 0.8792 1.5451 -1.55
H 3.6928 -1.7900 2.0756 0.33
C 4.7892 0.7687 1.9386 0.10
H 0.1842 0.1071 3.6402 0.60
C 4.5920 0.8582 -4.4826 -0.17
H 6.0381 -1.4992 -2.3750 0.35
C -1.1719 3.1397 -0.6336 -1.06
C -2.3814 3.1695 -4.5043 -0.76
H -1.7278 3.8975 -0.0715 0.65
C -2.3979 -2.7455 -1.6314 0.13
P 2.0076 0.6099 1.4932 1.34
H 2.2767 3.6711 5.4448 0.43
C 6.6206 -0.6038 -2.5947 -1.66
C 5.8145 0.6637 -2.2629 1.79
H 3.3380 -3.6838 3.5896 0.43
C 1.9894 -0.6819 2.7785 0.40
H -1.5782 1.1477 2.8088 -0.12
C 5.4643 0.6682 -0.7805 0.31
C 0.7106 -1.7694 4.5191 -0.76
C -2.4884 -5.0001 -0.8146 -0.58
C 3.4404 0.8586 -5.2530 -1.72
H -3.8799 1.6634 -4.1889 0.46
Si -1.2838 1.5055 0.3193 0.80
H -4.0215 -4.2734 1.3741 0.36
C 0.8525 -6.6169 2.7103 -0.62
H 1.4359 -3.6820 5.1693 0.40
H -3.5306 -0.4005 4.4083 0.47
C -0.5232 -2.7839 -5.1598 -0.93
C 6.4357 0.8415 0.1979 -0.15
C -0.3992 -1.5436 -4.5543 -0.33
H 7.5815 1.9137 -2.0099 0.41
C 2.1748 2.3226 3.7849 -0.11
H 2.0374 5.6981 4.0474 0.39
H -0.1509 3.5048 -0.7578 0.14
H 5.5502 0.9923 -4.9685 0.38
C 0.1597 -1.4238 -3.2833 0.63
H -0.1416 -1.7710 5.1875 0.40
C -4.7791 -2.0358 3.7966 -0.74
H -1.6311 3.0691 -1.6199 0.26
H -3.7706 -4.7995 -3.9417 0.42
C -4.9120 -3.1253 2.9434 -0.64
H 1.3850 -7.4600 3.1321 0.37
C -0.0966 -5.9461 3.4637 -0.71
H 6.8902 -0.6217 -3.6518 0.40
H -5.8093 -3.7302 2.9734 0.41
H -0.3043 -6.2596 4.4793 0.43
H -2.0928 -1.7144 -1.4814 -0.28
Pt 0.3146 -0.0737 -0.1105 2.04
H 6.9290 1.9323 -3.6395 0.41
H 4.5310 0.8376 2.9885 0.51
C 2.1738 3.5814 4.3709 -0.78
H -3.3220 -6.4502 -2.1560 0.42
H 1.8200 5.4785 1.5909 0.44
N -0.3738 -1.8298 0.6664 0.22
C -3.9018 -3.4336 2.0468 -0.59
C 1.1188 -6.2055 1.4097 -0.68
H 0.8903 2.8450 -3.7210 0.47
C 2.2071 0.6919 -4.6468 0.04
H 1.3117 0.6977 -5.2530 0.48
C 0.8994 -0.7095 3.6503 -0.73
H 6.8884 1.0154 2.2858 0.41
C -2.9884 0.7614 -0.0186 -0.79
C 4.5446 0.6853 -3.1049 0.36
C -0.1518 2.5743 -3.8325 -0.83
H -1.7107 -0.9846 2.7919 0.31
C -0.5994 1.3299 -3.3988 0.13
C -0.5320 -4.4564 1.6162 0.39
H 2.2804 1.4439 4.4067 0.38
C -2.1499 -3.6654 -0.6157 0.19
H -5.5744 -1.7926 4.4898 0.36
H -0.4233 2.4635 2.5147 0.14
H -2.1454 2.7127 2.2484 0.61
C -2.6212 -1.5719 2.8578 0.39
H 3.5044 0.9902 -6.3249 0.39
C -2.8336 1.9233 -4.0914 -1.08
H -3.1538 -0.1490 0.5617 -0.04
C 0.4992 -3.8137 -3.2538 -0.78
H -2.3028 0.0324 -3.2419 0.40
P -1.3403 -2.9932 0.8854 1.27
H -1.5176 -4.3448 3.5207 0.39
H -3.0747 3.8876 -4.9222 0.37
C 6.6560 1.9086 -2.5849 -1.89
C -2.7463 -2.6568 2.0005 -0.12
C 0.5980 -2.5762 -2.6341 -0.31
H 7.5391 -0.6388 -2.0065 0.40
C 2.8595 -1.7671 2.7663 -1.02
C -1.9458 1.0075 -3.5532 -0.37
H -3.1415 0.5339 -1.0715 0.06
C -0.0667 -3.9227 -4.5135 -0.69
H 7.4710 0.9572 -0.0973 0.39
H -0.6757 4.4558 -4.7053 0.43
O 3.1357 0.2621 -1.2075 -0.04
P 0.4727 0.1957 -2.4627 1.62
H 1.8637 -6.7233 0.8183 0.44
C 1.9112 3.3412 1.6269 -0.26
C -1.0368 3.4869 -4.3851 -0.79
C -3.6333 -1.2561 3.7524 -0.84
C 2.0440 4.7187 3.5872 -0.56
H -0.7653 -0.6660 -5.0730 0.28
C -3.0721 -5.4071 -2.0067 -0.84
C -0.7835 -4.8679 2.9204 -0.71
C 3.7828 0.5789 0.9983 0.26
H -3.7492 1.4947 0.2704 0.59
C -3.3218 -4.4808 -3.0092 -0.85
H -3.1583 -2.4270 -3.6101 0.43
H -2.2738 -5.7347 -0.0460 0.47
C 1.5927 -2.8410 4.5063 -0.72
H 0.9798 -2.5116 -1.6218 0.30
H 1.7959 3.2400 0.5526 0.24
C 1.9215 4.5961 2.2097 -0.75
C -1.3327 1.9840 2.1527 -0.59
C -2.9822 -3.1480 -2.8205 -0.48
H -0.1614 -4.8921 -4.9859 0.40
H 0.6390 -4.8134 -0.1438 0.25
```


3.
ORCA calculation (the ωB97M-V functional and the def2-TZVPD basis) on a cluster of 3 separate species, H6O3 in total.

Properties
HOMO energy: -11.263 eV
lowest unoccupied orbital energy: 0.56 eV
SMILES: O.O.O
ΔE to the lowest compared entry with this formula, charge and spin: 12.4 kcal per mole
orbital gap: 11.8209 eV

Structure (XYZ):
```
9
Properties=species:S:1:pos:R:3:mulliken_charge:R:1
H 1.7185 14.5011 -5.1418 0.32
H -0.6812 20.3329 -7.3215 0.33
O -0.0284 17.4071 -8.5785 -0.63
O 1.9984 14.6830 -6.0390 -0.64
H -0.1739 16.9279 -9.3942 0.31
H 2.8494 15.1104 -5.9429 0.32
H 0.6653 16.9196 -8.1342 0.32
O -0.6666 20.7525 -6.4613 -0.64
H -0.0553 20.2250 -5.9473 0.31
```


4.
ORCA calculation (the ωB97M-V functional and the def2-TZVPD basis) on a structure of composition C13H33F3O12SV.

Properties
HOMO energy (spin up / spin down): -8.956 / -9.907 eV
lowest unoccupied orbital energy (spin up / spin down): 0.30 / 0.30 eV
expectation value of S²: 0.76
orbital gap (spin up / spin down): 9.2580 / 10.2121 eV
multiplicity: 2

Structure (XYZ):
```
63
Properties=species:S:1:pos:R:3:mulliken_charge:R:1
H 5.7150 7.3582 9.6504 0.44
O 10.5437 8.0227 11.7001 0.59
F 11.4755 6.4267 5.8537 -0.22
H 13.0697 6.9063 11.0748 0.37
H 8.0419 7.2219 8.6037 0.18
H 14.0767 9.6456 8.0340 0.33
C 6.7468 9.1872 11.5872 -0.50
C 10.5810 10.4610 13.8789 -1.03
H 10.3750 6.8381 13.3339 0.46
C 12.8454 11.4035 7.7784 -0.06
O 9.9743 7.1784 8.5689 -0.64
O 11.1995 8.7253 7.0821 -0.71
H 6.5322 4.6674 7.5739 0.29
C 12.4627 7.4210 12.9109 -0.65
H 10.2264 12.3396 12.1127 0.23
C 7.5172 5.4295 9.4512 1.27
O 12.5099 12.5308 8.6023 -0.59
H 7.5628 3.5114 8.4528 0.41
H 11.6170 12.9276 8.3945 0.33
H 12.0295 10.6894 7.6290 0.12
F 11.8188 5.0328 7.4714 -0.23
H 12.4726 11.3160 13.8513 0.20
C 11.0596 7.0016 12.5582 -0.40
C 7.4670 4.5634 8.1881 -1.45
H 11.0143 6.0745 12.0478 0.40
O 12.1915 7.8627 9.1508 -0.60
H 11.9684 12.8887 12.0311 0.36
H 12.9250 6.5708 13.3554 0.51
C 5.8870 9.0835 10.3348 -0.71
O 10.6200 10.1116 9.8470 -0.65
O 13.4978 10.3899 9.8025 -0.50
C 12.0016 6.2522 7.0385 0.51
H 10.0933 11.1646 14.6248 0.44
H 10.9093 13.1900 13.4633 0.41
V 11.7322 9.3821 10.7089 1.72
H 5.3868 5.3904 9.9784 0.32
H 7.6936 7.6767 10.6883 0.33
H 10.9907 9.5873 14.4124 0.21
H 9.5665 8.0454 11.4257 0.30
H 8.4649 5.2712 9.9842 -0.08
H 6.5394 8.9791 9.4653 0.33
C 11.2083 12.4656 12.6348 -1.37
H 13.2037 11.6362 6.7183 0.33
H 7.1351 10.2442 11.6962 0.33
H 8.2637 4.7894 7.5371 0.35
H 14.9026 11.1720 8.4612 0.28
H 13.2674 11.2785 10.1890 0.25
F 13.3461 6.3335 6.8786 -0.25
O 5.1785 7.8797 10.2884 -0.61
O 7.3120 6.8150 9.1619 -0.25
O 12.2619 10.3259 12.1547 -0.78
H 6.2846 8.9447 12.5266 0.34
H 5.2739 9.9994 10.2558 0.38
H 12.5130 8.2808 13.5998 -0.01
C 11.6953 11.1631 13.1239 0.58
H 9.7832 10.1051 13.2141 0.06
O 13.1275 7.7215 11.6565 -0.40
C 13.9532 10.6258 8.5024 -0.57
H 6.5098 5.5519 11.3145 0.36
S 11.2222 7.7036 8.0527 0.83
O 7.9102 8.3444 11.3365 -0.66
H 6.4763 3.9890 10.5750 0.45
C 6.3916 5.0743 10.3761 -1.64
```


5.
ORCA calculation (the ωB97M-V functional and the def2-TZVPD basis) on a structure of composition C16H18BrN3O3S.

Properties
HOMO energy: -8.391 eV
lowest unoccupied orbital energy: -0.88 eV
ΔE to the lowest compared entry with this formula, charge and spin: 453.1 kcal per mole
orbital gap: 7.5088 eV

Structure (XYZ):
```
42
Properties=species:S:1:pos:R:3:mulliken_charge:R:1
O -3.9900 0.9332 0.7500 -0.77
O 0.8838 -1.3162 0.1770 -0.44
N 4.0454 -2.8581 -2.7793 -0.51
C -0.2200 0.3482 -1.8056 -0.04
H -3.2215 0.4759 3.2114 0.34
C 2.4609 -2.3122 -1.2791 0.26
C 0.5947 2.0254 2.4125 -1.28
H 0.3108 1.2395 -3.8557 0.42
H -0.8614 0.0891 0.2098 1.33
C -0.9442 0.6066 -0.5143 -0.80
H -0.6900 3.3398 1.8364 0.64
H -0.9737 3.0892 3.4193 0.18
C -1.8151 -0.8726 2.4280 -1.08
C -2.1200 2.5325 -1.7952 -0.56
H 1.6477 -3.7468 0.1815 0.39
C 1.3563 -1.2651 -0.8585 0.52
C -2.2306 0.5358 2.8422 -0.73
C -0.4317 1.3826 -3.1391 -0.96
C -1.8799 1.7953 -0.6960 0.10
H -2.5987 3.4337 -1.6442 0.49
S -2.6647 2.0478 0.7452 1.18
N 0.6272 -0.4978 -1.8474 -0.10
N -1.7592 1.5685 1.9678 0.51
C 3.5033 -4.3673 -1.0325 0.31
H -0.8227 -0.9464 2.4930 0.36
O -3.2844 3.2899 0.8493 -0.73
H -2.5512 -1.1905 1.5342 0.30
C 3.9660 -4.2628 -2.1288 -0.32
H 5.0759 -4.7474 -2.5529 0.27
C 3.2279 -1.9574 -2.5994 -1.03
H 0.6449 1.6151 1.4858 0.35
H 1.0676 -0.7248 -2.9416 0.32
C -0.9457 2.5202 2.1991 -0.93
C -1.2856 2.4010 -2.7819 -0.16
H -1.9002 -1.4721 3.3732 0.37
H 3.1524 -1.1342 -2.8212 1.07
H -1.7829 0.7169 3.9836 0.38
C 2.4072 -3.4991 -0.6010 -0.51
H 1.2362 2.7587 2.5763 0.54
H 0.5707 1.2586 3.1143 0.31
H -1.3604 3.1573 -3.8561 0.13
Br 3.5550 -5.9897 -0.2606 -0.11
```


6.
ORCA calculation (the ωB97M-V functional and the def2-TZVPD basis) on a structure of composition C16H32O4PSSi2TeTl.

Properties
HOMO energy: -0.687 eV
lowest unoccupied orbital energy: 4.25 eV
ΔE to the lowest compared entry with this formula, charge and spin: 0.0 kcal per mole
orbital gap: 4.9397 eV
total charge: -2

Structure (XYZ):
```
58
Properties=species:S:1:pos:R:3:mulliken_charge:R:1
H 0.1395 1.7140 4.9697 0.15
H 4.7938 0.9147 -0.9012 0.32
H 2.9082 1.7914 1.3939 -0.20
H -1.6815 -4.4748 1.6382 0.42
C 3.9161 0.2726 -0.7990 -0.65
Si 0.4073 1.9820 -0.1049 0.21
C -3.0921 -2.9897 0.9787 0.31
C -1.4220 -3.9236 -3.7851 -1.20
H -1.3459 -3.8232 0.0269 0.13
H -1.3827 3.7180 -0.4599 0.39
C -1.4621 -0.4881 3.6000 -1.40
C -2.5831 -3.4687 -2.9265 -0.20
H 3.9979 -0.6072 -1.4351 0.32
H 2.9857 0.8032 -1.0144 -0.01
H 1.2457 4.1811 -1.0799 0.48
H -0.6362 -4.3695 -3.1713 0.26
H -3.8554 -3.2850 1.6990 0.34
H -1.1427 2.7382 -1.9265 0.32
C 0.3649 2.6638 1.7075 -0.13
P -3.0853 -1.5022 -1.1825 -0.64
C 0.2173 2.3675 4.1028 -0.22
H 3.8844 1.1311 2.7322 0.34
H -2.3430 -0.1356 3.0535 0.28
C 0.3924 4.5894 3.2137 -0.69
H -2.9788 -4.3035 -2.3382 0.21
H -2.6757 -4.9836 0.2519 0.29
C -2.1414 -4.1424 0.7028 -1.02
H 0.5200 4.7252 1.0887 0.20
H -3.3965 -3.0841 -3.5422 0.24
C 1.4626 -0.6695 3.9230 -1.26
C 1.7003 3.1967 -0.9010 -1.56
H -0.9924 -3.0690 -4.3117 0.27
O -2.0981 -2.4577 -2.0557 0.12
Tl 0.4838 -0.8727 -0.1101 0.54
H 4.7197 1.8444 1.3125 0.45
O -2.1766 -0.6249 -0.3916 -0.10
H -1.5816 -1.5671 3.7613 0.33
C 0.2849 3.7388 4.3111 -0.68
O -3.8042 -2.5785 -0.1983 -0.27
H 2.3774 -0.0736 3.8319 0.22
Te -4.8166 -0.6513 -2.5194 -0.49
H 2.5835 3.3482 -0.2677 0.36
C 0.2529 1.8032 2.8173 0.54
H 0.4429 5.6643 3.3560 0.35
H -1.4513 0.0015 4.5826 0.44
S 3.8643 -0.3318 0.8893 0.46
H 0.2511 4.1428 5.3179 0.35
H 1.0891 -0.5504 4.9501 0.36
H -2.5412 -2.1474 1.3877 -0.14
Si 0.1459 -0.1220 2.6171 0.30
H -2.0649 2.0725 -0.5778 0.21
H 1.7438 -1.7211 3.7898 0.29
O 5.2192 -0.9202 1.1645 -0.71
C 0.4327 4.0479 1.9360 -0.07
H -1.7626 -4.6600 -4.5192 0.38
C -1.2048 2.7002 -0.8320 -1.24
H 2.0512 2.8218 -1.8708 0.38
C 3.8441 1.2905 1.6553 -0.64
```


7.
ORCA calculation (the ωB97M-V functional and the def2-TZVPD basis) on a cluster of 12 separate species, C8H40O16 in total.

Properties
HOMO energy (spin up / spin down): 0.229 / -6.709 eV
lowest unoccupied orbital energy (spin up / spin down): 1.98 / 1.95 eV
ΔE to the lowest compared entry with this formula, charge and spin: 39.1 kcal per mole
expectation value of S²: 0.75
orbital gap (spin up / spin down): 1.7479 / 8.6620 eV
total charge: -1
multiplicity: 2

Structure (XYZ):
```
64
Properties=species:S:1:pos:R:3:mulliken_charge:R:1
H 2.7531 -0.7211 0.6472 0.21
C 3.0931 -1.3595 3.4267 -1.06
H -1.6031 -3.5335 -3.8930 0.32
O -3.8980 0.8164 -2.7237 -0.66
C 2.0315 -1.0114 2.3966 -0.07
H 3.5084 -2.3606 3.3110 0.35
H -3.0634 0.4731 -2.4046 0.42
C -3.1320 -1.2515 1.7615 0.06
H -0.5006 1.7784 2.9347 0.26
H 4.3495 1.9016 -2.8645 0.28
O -4.2685 -2.5353 3.4863 -0.45
C 0.5006 0.6770 -1.5511 0.08
O -0.5175 -3.6606 0.2697 0.73
H -5.1439 -0.9298 2.6688 0.39
H 2.3229 5.3973 1.4312 0.26
O -1.9368 -2.7414 -3.4716 -0.82
H 4.9125 -0.7080 3.0965 0.27
O 2.1853 3.1017 0.0504 -0.43
H 0.7943 3.4849 1.3705 0.13
O 3.5997 1.9542 -3.4572 -0.54
O 4.1859 -0.5215 3.6956 -0.43
H -2.2817 -3.5490 -0.5996 0.15
H -1.6321 -1.4028 -1.8004 -0.08
H -4.9806 -2.2465 4.0618 0.35
O 0.7113 0.4150 -2.9692 -0.52
H 2.6299 6.7834 -0.4794 0.32
H 1.3943 0.9889 -3.3238 0.14
H -1.3576 -1.3100 -4.0798 0.39
H 2.6494 3.6641 -0.5739 0.29
C -4.4405 -1.7196 2.4050 -0.84
H 4.3192 -1.5608 -0.4530 0.26
H 0.9246 6.0340 0.4586 0.37
H -2.7571 -0.5680 3.4505 0.30
H -2.3106 -3.0483 -2.6456 0.17
O -2.9997 -3.4326 -1.2218 -0.43
H -3.6025 -4.1509 -1.0298 0.17
H -0.3463 -0.3397 0.2006 0.05
H -0.5303 -4.5391 0.6495 -0.24
H 0.2348 -1.4114 -1.0652 0.06
H 3.6277 2.8472 -3.8008 0.28
H 0.3723 -3.5581 -0.0679 -0.24
H -0.0607 1.6106 -1.5904 0.05
O -1.6124 -0.5493 -1.3613 0.20
C 1.1282 3.9304 0.4335 -0.15
C -0.2788 -0.4680 -0.8797 -0.90
H 0.2629 3.9545 -0.2289 0.20
H -2.3109 -1.9665 1.7103 0.20
H -1.6362 1.1972 2.1195 0.34
O -1.0882 -0.5873 -4.6467 -0.72
H 1.4901 0.7961 -1.1098 0.22
H -3.2104 -0.8690 0.7439 0.16
C 1.7615 5.3367 0.4989 -0.48
H 1.9636 0.0755 2.4428 0.12
H 4.2301 -0.6033 -1.6222 0.20
O -2.8112 -0.1651 2.5808 -0.60
O 2.6368 5.8251 -0.5359 -0.53
H 0.9981 -1.3532 2.4555 0.40
H 2.6022 -1.3998 4.3991 0.33
H -4.8795 -2.3525 1.6338 0.20
O 3.9468 -0.7189 -0.7152 -0.40
O 2.3037 -1.4262 1.1189 -0.28
O -1.0832 1.9743 2.2009 -0.53
H -0.3885 -0.1499 -4.1617 0.48
H -3.7615 1.7620 -2.7833 0.29
```


Electronic energy per entry: -766.27238; -3882.93226; -229.30527; -3059.83515; -3981.97616; -2688.96415; -1532.49001 Ha